Here is a structure of composition C37H31N4O3PRh from OMol25. Energies are from wB97M-V/def2-TZVPD.

XYZ file:
```
77
Properties=species:S:1:pos:R:3:mulliken_charge:R:1
Rh 0.6922 0.7594 -0.0861 0.3733
O 0.9949 3.5810 3.4968 -0.4682
C 0.9097 3.5316 2.1387 0.3751
O -0.0572 3.2586 1.5023 -0.4671
C 3.1674 2.6664 1.0493 1.5080
C 4.5422 2.3491 1.6036 -0.8056
C 5.5420 1.9141 0.7903 -0.5993
C 5.3606 1.9523 -0.5936 -0.8162
C 4.2174 2.6447 -1.0788 -0.1761
N 3.2511 3.0698 -0.3366 -0.5009
H 4.6957 2.4059 2.6720 0.3938
H 6.4844 1.5875 1.2092 0.4573
H 6.1071 1.5813 -1.2797 0.4917
H 4.1590 2.9026 -2.1328 0.4952
O 0.7828 3.6501 -1.0261 -0.6366
N 0.3499 2.3986 -1.4294 0.5157
C -0.4491 2.5684 -2.4126 -0.8626
C -1.2019 1.6103 -3.2103 1.1208
C -1.7375 2.1352 -4.3924 -1.0668
C -2.4475 1.3385 -5.2683 -0.8077
C -2.6447 -0.0022 -4.9665 -0.7793
C -2.1383 -0.5227 -3.7892 -0.5800
C -1.4117 0.2697 -2.9040 0.4293
P -0.8448 -0.4795 -1.3462 1.3174
C 0.1325 -1.8854 -1.9711 1.2217
C -0.3962 -3.0861 -2.4408 -0.0027
C 0.4387 -4.0455 -2.9943 -0.9427
C 1.8033 -3.8156 -3.0919 -0.6210
C 2.3396 -2.6227 -2.6287 -0.9390
C 1.5072 -1.6668 -2.0706 -0.8687
C -2.4471 -1.0751 -0.7260 1.1350
C -3.4571 -0.1125 -0.6577 -0.7921
C -4.7086 -0.4397 -0.1670 -0.7799
C -4.9710 -1.7372 0.2528 -0.6454
C -3.9759 -2.6983 0.1886 -0.8972
C -2.7161 -2.3690 -0.2887 0.0353
H 1.7175 3.5244 -0.6810 0.3592
H -0.5404 3.6013 -2.7348 0.4115
H -1.5860 3.1832 -4.6176 0.4414
H -2.8517 1.7602 -6.1782 0.4162
H -3.2027 -0.6375 -5.6409 0.4506
H -2.3237 -1.5615 -3.5502 0.2920
H -1.4578 -3.2830 -2.3812 0.3849
H 0.0188 -4.9762 -3.3518 0.4486
H 2.4484 -4.5650 -3.5304 0.4056
H 3.4032 -2.4397 -2.7003 0.4708
H 1.9381 -0.7362 -1.7038 0.3658
H -3.2639 0.9029 -0.9863 0.3681
H -5.4797 0.3172 -0.1152 0.4600
H -5.9508 -1.9968 0.6311 0.4262
H -4.1697 -3.7073 0.5262 0.4592
H -1.9557 -3.1356 -0.3088 0.3804
C 0.1795 -1.9122 1.6342 -1.1568
N 0.7964 -0.6158 1.4270 0.3413
C 1.4068 -0.1502 2.5144 -0.3503
C 2.1733 0.9997 2.3918 1.1145
C 2.6298 1.7951 3.5357 -2.2625
C 2.4538 3.2664 3.4182 0.3885
C 2.4342 3.6820 1.9360 -1.0648
N 2.3141 1.4537 1.1218 -0.4742
C -0.9249 -1.8767 2.6711 0.8348
C -1.2171 -3.0253 3.3958 -0.6362
C -2.2665 -3.0388 4.3053 -0.6526
C -3.0231 -1.8944 4.5080 -0.5350
C -2.7220 -0.7367 3.8022 -0.8567
C -1.6792 -0.7278 2.8903 0.2145
H 0.9344 -2.6405 1.9495 0.5596
H -0.1894 -2.2787 0.6791 -0.1779
H 1.3053 -0.6699 3.4607 0.4795
H 2.7403 1.3388 4.5088 0.3821
H 3.0056 3.8587 4.1408 0.6024
H 2.7194 4.7191 1.7705 0.7450
H -0.6231 -3.9205 3.2459 0.4173
H -2.4829 -3.9396 4.8648 0.4287
H -3.8351 -1.8996 5.2234 0.4298
H -3.3012 0.1635 3.9627 0.4366
H -1.4450 0.1825 2.3506 0.4371
```

Calculated values
multiplicity = 5
<S²> = 6.06
LUMO energy (alpha / beta) = -2.754 / -4.347 eV
calculated total energy = -63261.53600 eV
HOMO energy (alpha / beta) = -9.00 / -11.05 eV
charge = +1



Here is a cluster of 2 separate species, C3H9NS2 in total from OMol25. Energies are from wB97M-V/def2-TZVPD.

XYZ file:
```
15
Properties=species:S:1:pos:R:3:mulliken_charge:R:1
N -1.6956 -1.1354 -2.1377 -0.6218
C -0.6938 -0.4677 -1.2961 -0.3023
C 0.3257 -1.6096 0.6737 -0.8084
C -0.7102 -1.0206 0.1037 -0.0148
H -1.4171 -1.0806 -3.1099 0.2259
H -2.5784 -0.6405 -2.0897 0.2284
H -0.8808 0.6077 -1.2169 0.2167
H 0.2969 -0.6000 -1.7269 0.3469
H 0.2949 -2.0081 1.6779 0.2953
H 1.2506 -1.7287 0.1148 0.1994
H -1.6471 -0.9076 0.6366 0.2445
S 2.8079 3.1751 1.8608 -0.1962
S 1.0243 2.1318 1.5977 -0.1465
H 2.2633 4.1928 2.5410 0.1590
H 1.3594 1.0913 2.3710 0.1739
```

Calculated values
LUMO energy = 0.419 eV
calculated total energy = -26416.47673 eV
HOMO energy = -9.22 eV
SMILES string = C=CCN.SS



Here is the molecule C7H12 from OMol25. Energies are from wB97M-V/def2-TZVPD.

XYZ file:
```
19
Properties=species:S:1:pos:R:3:mulliken_charge:R:1
C 0.4179 -2.8607 -0.7038 -1.2646
C 0.9620 -1.4673 -1.0150 -0.4208
C 0.2620 -0.3535 -0.2347 -0.6138
C 0.8458 1.0398 -0.5682 -0.4105
C 0.1567 2.0942 0.1770 -0.5919
C -0.6231 2.6430 0.9151 0.4564
C -1.7937 2.5656 1.7892 -0.8663
H 0.5305 -3.1022 0.3595 0.3140
H -0.6476 -2.9364 -0.9496 0.3138
H 0.9458 -3.6313 -1.2763 0.3625
H 2.0377 -1.4368 -0.7954 0.3178
H 0.8635 -1.2685 -2.0905 0.3205
H 0.3521 -0.5502 0.8435 0.3292
H -0.8148 -0.3686 -0.4566 0.3350
H 1.9161 1.0525 -0.3386 0.2985
H 0.7402 1.2278 -1.6415 0.3023
H -1.6911 1.4686 1.8272 0.2441
H -2.7139 2.9676 1.3378 0.2695
H -1.7462 2.9163 2.8208 0.3042
```

Calculated values
LUMO energy = 1.026 eV
calculated total energy = -7451.32132 eV
HOMO energy = -9.08 eV
SMILES string = CC#CCCCC



Here is the ion C4H8NO3 with charge +1 from OMol25. Energies are from wB97M-V/def2-TZVPD.

XYZ file:
```
16
Properties=species:S:1:pos:R:3:mulliken_charge:R:1
O 1.3539 -0.6994 -2.6038 -0.4358
C 1.2309 -1.1413 -1.4885 -0.1315
C 0.5704 -0.1787 -0.4673 0.0571
C -0.6052 -0.4701 0.3994 -0.6170
C -0.5271 -0.1539 1.8239 0.4297
O -1.7997 0.2865 2.2145 -0.4674
O 0.4873 -0.2052 2.5260 -0.5243
N 0.2373 1.1860 -1.2132 -0.4199
H 1.6199 -2.0403 -1.1765 0.4735
H 1.3309 0.2490 0.3423 0.4422
H -0.8381 -1.5663 0.4259 0.3318
H -1.6119 -0.0718 -0.0217 0.3661
H -1.8224 0.3116 3.2745 0.4094
H 1.0007 1.6540 -1.7099 0.3466
H -0.5968 1.0041 -1.8545 0.3724
H -0.0299 1.8359 -0.4712 0.3670
```

Calculated values
LUMO energy = -4.091 eV
calculated total energy = -11902.27335 eV
HOMO energy = -15.00 eV
charge = +1
SMILES string = [NH3+][C@H](C=O)CC(=O)O



Here is the molecule C2H3N3O2S from OMol25. Energies are from wB97M-V/def2-TZVPD.

XYZ file:
```
11
Properties=species:S:1:pos:R:3:mulliken_charge:R:1
C 0.2736 -0.4083 -0.5569 0.4561
C 0.6216 1.7667 1.1872 0.1814
H -1.1106 -2.8795 -1.5952 0.3603
H 0.9372 -1.8397 -1.8913 0.3156
H 1.2350 2.3783 1.9470 0.3246
N 0.1428 -1.4670 -1.3542 -0.1235
N 1.3215 0.3758 -0.5066 -0.5458
N -0.3460 1.1300 1.6368 -0.3297
O -0.5315 -2.5892 -0.8113 -0.4053
O 0.9947 1.7719 -0.1678 -0.2170
S -1.1229 0.0286 0.4474 -0.0167
```

Calculated values
LUMO energy = 0.278 eV
calculated total energy = -21518.22112 eV
HOMO energy = -9.30 eV
SMILES string = ONC1=NOC=NS1



Here is the molecule C4H5NO from OMol25. Energies are from wB97M-V/def2-TZVPD.

XYZ file:
```
11
Properties=species:S:1:pos:R:3:mulliken_charge:R:1
C -0.4636 0.7154 -0.9476 -0.3387
C -0.7362 -0.6222 -0.8281 -0.3991
C 0.6114 -0.2917 0.9299 -0.4353
C 0.3857 1.2071 0.2157 -0.5213
N -0.0741 -1.1999 0.3266 0.5759
O -0.0513 -2.4425 0.5420 -0.6968
H -0.6407 1.2995 -1.7816 0.4197
H -1.0098 -1.4497 -1.4666 0.4026
H 0.8712 -0.5489 1.9363 0.3726
H 1.2409 1.7390 0.0319 0.3873
H -0.1334 1.5938 1.0413 0.2330
```

Calculated values
LUMO energy (alpha / beta) = 0.464 / 0.463 eV
calculated total energy = -7762.69203 eV
HOMO energy (alpha / beta) = -8.60 / -8.60 eV
SMILES string = [O-][N+]1=CCC=C1



Which of these has the lowest calculated total energy? C37H31N4O3PRh